# 1
C39H50HgN4O4SSi as an isolated structure, computed with the ωB97M-V functional and the def2-TZVPD basis.

```
! wB97M-V def2-TZVPD RIJCOSX def2/J DEFGRID3
* xyz -1 2
H 5.135 -0.096 -4.452
N 4.480 -8.504 -5.154
C -1.633 -2.751 0.027
H 1.847 2.160 2.245
H 1.498 -4.818 -2.115
H -0.627 -0.085 -4.313
H 3.350 -0.434 2.772
H 1.958 5.061 4.497
H 3.154 3.288 2.685
H 2.421 -0.102 1.297
H 4.238 -1.526 -2.647
C -1.112 2.193 2.760
C -2.832 -2.198 2.474
H -0.123 7.849 3.021
C -1.832 2.051 3.966
O 3.891 2.011 0.480
C 0.779 -2.293 -2.538
H 1.838 4.903 1.886
C 3.830 1.442 1.791
H 2.754 -6.878 -2.617
H 1.460 6.130 -0.768
H -3.307 -1.971 3.422
H 5.715 0.748 -0.797
H 3.552 0.729 -4.480
H 0.789 6.087 5.346
C 3.745 -0.671 -2.172
H -1.365 6.769 2.355
H 2.717 -0.594 -2.521
C -1.841 0.074 2.456
H 4.737 4.485 -0.083
O 3.669 1.745 -2.105
H 6.424 -0.176 -2.155
C -0.663 6.908 3.181
Si 2.777 2.100 -0.753
C 3.089 4.855 -1.412
C 2.033 5.920 -1.675
C -2.426 -3.722 0.647
H -1.221 5.060 5.355
S -2.560 0.466 4.039
C -2.021 -1.195 1.854
C 3.879 4.646 -2.710
C -0.430 3.398 2.503
H 3.495 5.546 0.600
N -1.131 1.102 1.932
H -1.238 6.993 4.106
C 4.557 0.739 -4.044
O 1.453 1.291 -0.500
H 4.624 6.180 -0.627
C -0.447 4.424 3.442
H 5.041 1.680 -4.319
H 6.349 1.604 -2.210
C 4.442 0.634 -2.526
Hg -0.171 -0.052 -0.208
H 1.125 -2.730 -1.610
H 1.682 6.669 1.855
H -1.194 -2.984 -0.940
C 5.827 0.700 -1.883
C -3.017 -3.431 1.886
H 2.358 -3.356 -6.038
C 5.235 1.541 2.372
H 1.938 6.814 4.209
H 3.574 -5.443 -6.543
C 2.857 2.235 2.662
C 0.325 5.732 3.234
C -1.185 4.257 4.623
H 0.612 -2.055 -5.765
N 0.079 -1.208 -2.618
H 4.736 3.993 -2.543
N 1.102 -2.779 -3.776
H 5.250 1.150 3.393
C -1.881 3.082 4.890
C 3.402 -0.025 1.760
H 0.467 5.652 1.060
H 2.842 1.845 3.682
C 1.966 -4.941 -3.083
H -3.629 -4.176 2.384
O 2.383 3.692 -0.980
H 1.343 5.560 -2.443
C 3.229 -6.300 -4.619
H 2.501 6.844 -2.025
H 5.942 0.968 1.764
H 3.721 -0.817 -1.086
H -2.447 2.975 5.811
H 0.106 3.468 1.562
H 4.114 -0.614 1.171
C 1.124 5.730 1.932
H -2.578 -4.688 0.175
H 4.228 5.612 -3.085
H 3.241 4.174 -3.462
C 2.658 -6.105 -3.368
C 3.113 -5.301 -5.574
C 3.931 -7.527 -4.919
C 0.540 -1.907 -4.700
C -1.401 -1.517 0.607
C -0.086 -0.953 -3.967
C 1.309 5.936 4.397
H 5.562 2.585 2.384
C 1.840 -3.951 -4.048
C 4.050 5.304 -0.311
C 2.428 -4.133 -5.290
*
```

Calculated values
HOMO-LUMO gap (spin up / spin down) = 3.08 / 5.93 eV
energy = -2877.4719 Eh
E_HOMO (spin up / spin down) = -1.671 / -4.521 eV



# 2
A 2-piece molecular cluster, CH3FO2 overall, computed with the ωB97M-V functional and the def2-TZVPD basis.

```
! wB97M-V def2-TZVPD RIJCOSX def2/J DEFGRID3
* xyz 0 1
H 1.013 0.415 0.605
O -0.868 -0.195 -1.680
C -1.305 -0.573 -0.612
F 2.764 0.754 1.222
H -0.827 -1.314 -0.012
O 1.584 1.191 0.772
H -2.361 -0.277 -0.294
*
```

Calculated values
HOMO-LUMO gap = 10.90 eV
relative energy (zero: lowest compared OMol25 entry of this formula, charge and spin) = 491.4 kJ/mol
structure (SMILES) = C=O.OF
energy = -290.0684 Eh
E_HOMO = -10.768 eV



# 3
The molecule C20H22N2O6S, computed with the ωB97M-V functional and the def2-TZVPD basis.

```
! wB97M-V def2-TZVPD RIJCOSX def2/J DEFGRID3
* xyz 0 1
H 4.615 0.596 -0.267
C 5.076 2.416 0.813
H 5.947 0.688 1.814
H -7.924 -3.833 2.069
C 0.129 0.032 -0.036
O 1.888 -1.003 2.160
H 5.562 4.385 2.827
H -4.930 0.901 -2.244
H -6.151 -0.365 -0.518
C -5.226 -0.748 -0.915
S 2.591 -0.649 0.964
C -0.411 0.105 -2.378
C -3.531 -2.462 -1.014
H -6.334 -4.602 1.810
O -7.436 -2.077 0.254
C 4.773 3.621 2.773
C 1.408 -0.383 -0.352
H 2.807 -0.862 -1.878
C -6.602 -2.730 0.815
O 4.350 3.472 1.429
C 4.077 1.421 0.202
H 2.643 1.494 1.691
C -2.844 -1.740 -1.967
H 3.915 3.957 3.358
H 6.980 2.132 1.817
C 5.955 1.771 1.898
C -4.719 -1.966 -0.481
C 1.802 -0.534 -1.668
C -6.857 -3.663 1.967
C -3.338 -0.511 -2.400
H -3.164 -3.415 -0.668
H 4.498 1.595 3.480
C 0.896 -0.287 -2.681
H 5.682 2.834 -0.004
N -1.292 0.346 -3.426
H -1.933 -2.140 -2.385
H 6.022 2.333 4.019
N 3.260 0.841 1.237
H -0.876 0.674 -4.291
O -5.290 -2.746 0.507
C -4.539 -0.038 -1.883
C -0.782 0.283 -1.043
O -3.261 0.743 -4.413
H -6.475 -3.209 2.879
C -2.662 0.257 -3.479
H -1.776 0.623 -0.801
H 3.473 1.941 -0.555
O 3.641 -1.496 0.480
H -0.139 0.144 1.003
C 5.314 2.258 3.196
H 1.189 -0.405 -3.713
*
```

Calculated values
HOMO-LUMO gap = 9.29 eV
relative energy (zero: lowest compared OMol25 entry of this formula, charge and spin) = 76.5 kJ/mol
structure (SMILES) = CC(=O)Oc1ccc(C(=O)Nc2ccc(S(=O)(=O)NC[C@@H]3CCCO3)cc2)cc1
energy = -1734.4884 Eh
E_HOMO = -9.048 eV



# 4
The molecule C5H8N2, computed with the ωB97M-V functional and the def2-TZVPD basis.

```
! wB97M-V def2-TZVPD RIJCOSX def2/J DEFGRID3
* xyz 0 1
H -1.360 1.263 0.907
H 0.100 -1.139 2.379
H -0.784 -1.526 -1.469
H 0.666 -2.207 -0.564
H 0.679 0.474 2.007
C -1.023 0.720 0.020
H 0.562 2.123 -0.136
H -1.885 0.551 -0.630
N -0.098 1.614 -0.717
N 0.932 0.558 -2.745
C -0.260 -0.540 0.337
C -0.136 -1.470 -0.604
C 0.566 -0.533 1.595
H 1.563 -0.939 1.418
C 0.479 1.050 -1.796
*
```

Calculated values
HOMO-LUMO gap = 10.40 eV
relative energy (zero: lowest compared OMol25 entry of this formula, charge and spin) = 143.6 kJ/mol
structure (SMILES) = C=C(C)CNC#N
energy = -304.7808 Eh
E_HOMO = -9.686 eV



# 5
The molecule C8H16Cl2OSi, computed with the ωB97M-V functional and the def2-TZVPD basis.

```
! wB97M-V def2-TZVPD RIJCOSX def2/J DEFGRID3
* xyz 0 1
H 3.198 2.344 -2.017
H -2.349 -1.847 -0.971
C -2.872 1.373 -0.154
H 0.690 -2.474 -1.021
H -3.350 -1.614 0.221
H -2.707 2.231 0.612
H -0.048 -2.100 0.493
H -1.773 -2.508 0.628
H 3.776 0.932 -1.244
C 0.887 -2.278 0.084
Cl 3.269 -1.035 0.644
Cl 2.339 2.340 0.768
H 0.014 -0.334 1.983
H 2.581 0.947 -2.489
H -1.611 -0.191 2.693
C -0.876 0.313 2.025
H -0.553 1.199 2.442
Si -1.550 0.116 0.280
H -2.769 1.663 -1.147
H 1.033 2.196 -1.094
C 1.826 1.517 -0.724
C -2.316 -1.649 0.050
O -0.348 0.212 -0.794
C 1.186 0.255 -0.324
C 2.980 1.398 -1.640
H -3.823 0.984 -0.041
C 1.646 -0.948 0.065
H 1.520 -3.041 0.671
*
```

Calculated values
HOMO-LUMO gap = 9.96 eV
relative energy (zero: lowest compared OMol25 entry of this formula, charge and spin) = 96.4 kJ/mol
structure (SMILES) = C/C(Cl)=C(\O[Si](C)(C)C)[C@H](C)Cl
energy = -1599.5210 Eh
E_HOMO = -9.199 eV



# 6
A 13-piece molecular cluster, C39H104O39S13 overall, computed with the ωB97M-V functional and the def2-TZVPD basis.

```
! wB97M-V def2-TZVPD RIJCOSX def2/J DEFGRID3
* xyz 0 1
H 0.152 -0.741 -1.026
S -5.782 3.376 1.698
H 3.993 0.897 0.938
H -12.203 0.935 -1.822
C 5.063 0.704 1.019
H -7.422 -3.119 2.946
S 6.826 4.003 0.791
H 3.300 0.443 9.612
O 3.054 -0.594 -2.098
C -12.066 -0.134 -1.985
H -7.549 -1.350 3.126
C -2.213 3.894 0.441
C -4.112 -0.677 0.240
H -0.264 0.924 -0.365
H 0.891 2.950 1.022
H 5.129 -2.649 -2.367
H 4.110 7.831 2.712
O 3.629 -7.570 0.010
S -3.438 2.388 -4.052
O -9.930 -0.021 -2.921
O -4.719 -2.253 -3.126
O 1.721 5.049 -2.958
H 0.178 -3.824 -5.917
C -3.042 -2.904 5.280
C 2.948 2.997 -4.534
O 4.964 0.989 -2.551
H -6.941 -1.027 -2.851
O -5.616 4.731 2.294
H 2.030 1.459 -6.000
H -1.227 5.680 -5.691
H -1.889 2.854 0.480
H 1.996 0.133 3.435
O 1.110 7.559 2.439
H -4.221 -0.965 -0.806
H 0.908 -8.380 1.160
H -12.860 -0.634 -1.430
O 0.157 -2.189 1.524
H -1.641 4.392 -0.342
H -2.665 -2.845 4.259
H 3.365 1.898 7.955
H -4.990 -0.032 0.264
H 4.851 -2.806 -5.834
O 1.920 5.378 1.384
H -12.464 -0.185 -2.999
H 2.559 -2.437 2.146
H 7.467 -4.351 3.141
H 2.047 -9.677 1.537
O -1.990 -1.077 1.009
H 2.061 -3.635 0.108
H 1.226 2.551 2.689
O 6.420 5.376 0.626
H -10.519 -1.686 -1.863
H 4.994 -3.715 3.558
S 3.459 0.745 5.250
H 5.698 -1.597 -1.057
H -0.528 4.207 -6.379
H -1.909 1.316 -5.256
H 2.536 -2.712 3.865
H 1.700 1.567 7.448
H -1.405 -3.909 -6.583
H 1.090 2.719 -5.395
C 2.638 1.109 7.762
H -2.914 0.192 -4.448
H 2.492 2.993 -6.615
H 1.481 -4.253 -1.391
C 7.121 3.104 -0.849
H -0.944 -5.134 -5.468
H 3.590 6.717 3.825
O -8.931 1.889 -1.558
H -1.462 4.396 -3.420
O -8.202 1.354 -3.913
S -4.486 -4.011 5.108
H 5.288 1.828 2.868
H 3.955 2.590 -4.441
C 4.251 -3.648 2.763
O 2.235 2.682 -3.408
H 3.792 -4.630 2.644
H 3.629 -1.575 3.008
H 4.603 6.163 2.377
C 1.426 -5.753 0.250
H 4.188 4.311 -2.023
H -8.027 3.394 0.966
C 7.572 -3.791 2.211
H 6.800 2.063 -0.881
H 3.248 -2.506 -3.806
C 3.368 -1.804 -4.631
H 1.720 -1.001 4.881
S 4.327 -0.329 -2.704
H -2.308 -3.253 6.006
H 2.214 4.363 3.252
O 2.621 7.645 0.490
C -6.910 -2.169 2.794
H -3.798 3.613 -0.946
H -0.862 -2.218 -4.608
S -0.397 -0.838 1.326
C 1.992 -0.011 4.515
O -4.876 2.622 -4.097
H 8.524 -3.869 1.685
H 3.922 -1.477 -6.625
C -2.954 1.027 -5.148
H -3.514 -3.691 -0.866
H 8.190 3.170 -1.048
O -5.993 2.148 2.490
H -6.755 -2.000 1.728
H -5.126 -1.268 3.500
H 0.472 -5.401 0.642
C -7.110 3.484 0.384
O -5.416 -3.868 6.212
H 6.416 -1.582 -2.673
S -8.564 0.936 -2.622
C -0.636 4.792 -5.465
H 2.235 -0.691 8.741
H 1.165 0.618 4.842
H -7.846 -1.075 -1.298
H 5.366 -0.286 1.360
H -3.363 -4.935 -2.193
C 3.204 -2.578 3.014
C 3.795 6.788 2.756
H 5.555 0.709 0.047
H -3.469 0.894 -6.099
H 6.720 1.497 1.876
H -10.168 -0.252 -0.886
C 1.539 3.191 1.864
O -2.680 3.696 -4.818
H -6.887 4.378 -0.198
H -0.798 2.985 -4.263
H 2.334 -1.506 -4.803
O 5.479 3.086 1.288
H 6.604 3.647 -1.640
H 3.095 -4.750 -0.670
H -1.924 4.480 1.313
H 1.540 0.763 9.559
C -3.007 -3.990 -1.783
C 3.484 3.940 -1.278
H -0.903 -3.604 -3.482
C 5.476 -1.645 -2.123
C 1.805 -8.631 1.727
C -10.575 -0.598 -1.836
O 2.181 -6.042 1.405
O 4.135 -7.414 2.492
O 4.663 0.218 4.676
S 6.203 -4.298 1.047
O -2.474 -1.346 -2.575
H 3.236 4.049 -4.528
C -0.853 -4.065 -5.656
C -3.737 3.978 0.079
S -3.302 -2.500 -2.906
H 0.373 5.060 -5.151
C 3.869 -2.357 -5.984
H 3.566 2.923 -0.895
O 5.883 -5.696 1.369
O 6.517 -3.803 -0.290
O -4.394 2.953 0.871
H 3.348 4.669 -0.480
O 3.180 0.221 6.825
C -2.803 0.066 0.685
O -2.666 -3.070 -4.344
O -2.780 2.039 -2.797
S 1.826 3.834 -2.196
C 2.392 0.352 9.017
O 3.148 2.209 5.178
C 2.111 2.508 -5.716
S 3.117 -7.421 1.367
C 5.668 1.781 1.848
H -4.432 -1.481 0.902
H -1.945 -4.146 -1.592
H -4.150 4.982 0.182
H -6.086 -1.796 4.709
H 0.588 4.936 2.991
C 1.484 4.591 2.476
O 4.923 -3.323 1.580
O 0.740 3.376 -1.337
H 3.244 -3.138 -6.416
C -1.254 -3.221 -4.440
O -0.323 0.106 2.462
C 0.276 -0.013 -0.225
C -7.351 -0.437 -2.030
H -6.566 0.057 -1.458
O -3.914 -5.350 4.775
H 1.621 -8.476 2.790
H -2.513 0.644 -0.192
C 2.039 -4.539 -0.500
O 7.936 3.744 1.716
O 4.259 -0.764 -4.298
H -3.320 -1.890 5.569
S 2.248 6.980 1.693
H -2.814 0.823 1.469
H -7.018 2.567 -0.199
H 1.330 0.026 0.052
C -5.793 -2.105 3.706
O -5.164 -3.407 3.710
H 7.426 -2.791 2.620
C -1.354 3.913 -4.392
H 2.558 2.940 1.568
H 1.311 -6.553 -0.481
*
```

Calculated values
HOMO-LUMO gap = 10.63 eV
relative energy (zero: lowest compared OMol25 entry of this formula, charge and spin) = 831.7 kJ/mol
energy = -9658.7149 Eh
E_HOMO = -10.886 eV



What did the fifth record say?
The molecule C8H16Cl2OSi, computed with the ωB97M-V functional and the def2-TZVPD basis.

```
! wB97M-V def2-TZVPD RIJCOSX def2/J DEFGRID3
* xyz 0 1
H 3.198 2.344 -2.017
H -2.349 -1.847 -0.971
C -2.872 1.373 -0.154
H 0.690 -2.474 -1.021
H -3.350 -1.614 0.221
H -2.707 2.231 0.612
H -0.048 -2.100 0.493
H -1.773 -2.508 0.628
H 3.776 0.932 -1.244
C 0.887 -2.278 0.084
Cl 3.269 -1.035 0.644
Cl 2.339 2.340 0.768
H 0.014 -0.334 1.983
H 2.581 0.947 -2.489
H -1.611 -0.191 2.693
C -0.876 0.313 2.025
H -0.553 1.199 2.442
Si -1.550 0.116 0.280
H -2.769 1.663 -1.147
H 1.033 2.196 -1.094
C 1.826 1.517 -0.724
C -2.316 -1.649 0.050
O -0.348 0.212 -0.794
C 1.186 0.255 -0.324
C 2.980 1.398 -1.640
H -3.823 0.984 -0.041
C 1.646 -0.948 0.065
H 1.520 -3.041 0.671
*
```

Calculated values
HOMO-LUMO gap = 9.96 eV
relative energy (zero: lowest compared OMol25 entry of this formula, charge and spin) = 96.4 kJ/mol
structure (SMILES) = C/C(Cl)=C(\O[Si](C)(C)C)[C@H](C)Cl
energy = -1599.5210 Eh
E_HOMO = -9.199 eV



> The highest energy belongs to which entry?

CH3FO2



> The lowest energy belongs to which entry?

C39H104O39S13